[1]
C17H30I2LuN4O3PrS2 as an isolated structure. Source: OMol25; level of theory: ωB97M-V/def2-TZVPD.

Computed properties:
- total charge = +4
- strongest force on any atom (eV/A) = 5.71
- orbital gap (alpha / beta) (eV) = 4.404 / 3.993
- ⟨S²⟩ = 2.49
- 2S+1 = 3
- HOMO (alpha / beta) (eV) = -19.53 / -19.54

Each line ends with the Löwdin spin population.
Cartesian coordinates (Å):
I  -3.490  1.077  1.246  -0.50
I  -2.949  4.144  0.372  0.49
Lu  -0.437  3.772  -1.041  0.00
Pr  -0.202  -0.043  -0.207  2.04
S  -1.658  1.539  -1.825  -0.01
S  -0.205  2.220  1.083  -0.01
C  -0.366  -1.945  -2.447  0.00
C  -2.052  1.315  -3.663  0.00
C  1.363  2.237  2.235  0.00
C  -2.625  2.619  -4.169  0.00
C  -0.779  0.928  -4.374  0.00
C  -3.067  0.183  -3.613  0.00
C  1.411  3.652  2.734  0.00
C  2.615  1.796  1.520  0.00
C  0.912  1.225  3.273  0.00
C  0.648  4.064  -3.559  0.00
C  2.246  4.439  -0.778  0.00
O  -0.558  -2.742  -3.232  0.00
O  0.861  4.457  -4.629  0.00
O  3.224  4.998  -0.494  0.00
H  -1.878  3.427  -4.209  0.00
H  -3.475  2.971  -3.570  0.00
H  -2.978  2.518  -5.202  0.00
H  -0.036  1.735  -4.356  0.00
H  -1.023  0.719  -5.424  0.00
H  -0.346  0.025  -3.929  0.00
H  -2.594  -0.727  -3.222  0.00
H  -3.445  -0.063  -4.610  0.00
H  -3.925  0.443  -2.979  0.00
H  2.134  3.811  3.549  0.00
H  0.452  4.004  3.123  0.00
H  1.718  4.359  1.955  0.00
H  3.445  1.792  2.242  0.00
H  2.910  2.453  0.696  0.00
H  2.581  0.771  1.125  0.00
H  1.607  1.142  4.113  0.00
H  0.870  0.222  2.826  0.00
H  -0.078  1.435  3.692  0.00
C  1.480  -2.319  0.641  0.00
N  0.393  -1.702  1.487  -0.01
C  0.655  -2.124  2.904  0.00
N  0.690  -3.592  3.060  0.00
C  1.732  -4.141  2.176  0.00
N  1.524  -3.805  0.726  0.00
C  0.172  -4.300  0.328  0.00
N  -0.942  -3.808  1.196  0.00
C  -0.932  -2.317  1.112  0.00
C  -0.608  -4.133  2.615  0.00
H  2.446  -1.946  1.029  0.00
H  1.349  -2.062  -0.434  0.00
H  -0.141  -1.726  3.517  0.00
H  1.652  -1.728  3.175  0.00
H  1.733  -5.236  2.251  0.00
H  2.694  -3.690  2.463  0.00
H  -0.019  -3.992  -0.707  0.00
H  0.192  -5.408  0.428  0.00
H  -1.672  -1.913  1.820  0.00
H  -1.251  -2.107  0.053  0.00
H  -0.577  -5.237  2.680  0.00
H  -1.398  -3.689  3.229  0.00



[2]
C17H30N2O7SSiTc as an isolated structure. Source: OMol25; level of theory: ωB97M-V/def2-TZVPD.

Computed properties:
- total charge = +2
- strongest force on any atom (eV/A) = 0.69
- orbital gap (alpha / beta) (eV) = 5.874 / 6.708
- ⟨S²⟩ = 3.99
- 2S+1 = 4
- HOMO (alpha / beta) (eV) = -16.08 / -16.09

Each line ends with the Löwdin spin population.
Cartesian coordinates (Å):
Tc  0.193  0.126  0.099  2.90
O  6.555  1.936  -0.146  0.00
C  5.259  2.249  -0.276  0.00
O  4.898  3.341  -0.563  0.00
C  4.245  1.163  -0.022  0.01
C  4.426  -0.170  0.326  0.03
N  3.230  -0.747  0.445  0.00
N  2.257  0.143  0.194  0.02
C  2.861  1.318  -0.081  0.03
C  1.872  2.412  -0.404  0.02
O  2.049  3.567  -0.452  0.02
O  0.622  1.826  -0.611  0.17
H  6.743  1.022  0.095  0.00
H  5.326  -0.750  0.476  0.00
H  3.021  -1.705  0.683  0.00
C  -3.649  0.943  1.638  0.00
C  -3.003  1.079  0.273  0.01
C  -2.270  2.389  0.129  0.00
C  -3.985  0.857  -0.860  0.00
O  -1.930  -0.034  0.168  0.08
Si  -2.248  -1.698  0.206  0.01
S  -0.021  -2.090  -0.006  -0.29
O  -3.044  -2.316  -0.989  0.01
C  -2.936  -2.795  -2.389  0.00
C  -4.351  -2.774  -2.926  0.00
C  -2.033  -1.843  -3.153  0.00
C  -2.373  -4.201  -2.333  0.00
O  -2.625  -2.087  1.682  -0.01
C  -3.233  -3.274  2.345  0.00
C  -2.362  -4.471  2.009  0.00
C  -4.646  -3.432  1.815  0.00
C  -3.214  -2.949  3.822  0.00
H  -4.316  1.792  1.786  0.00
H  -2.904  0.949  2.435  0.00
H  -4.240  0.031  1.719  0.00
H  -2.995  3.199  0.190  0.00
H  -1.762  2.472  -0.832  0.00
H  -1.551  2.544  0.941  0.00
H  -4.746  1.635  -0.810  0.00
H  -4.490  -0.108  -0.777  0.00
H  -3.493  0.923  -1.833  0.00
H  -4.752  -1.759  -2.928  0.00
H  -4.999  -3.409  -2.322  0.00
H  -4.359  -3.148  -3.950  0.00
H  -2.420  -0.823  -3.112  0.00
H  -1.984  -2.143  -4.200  0.00
H  -1.012  -1.864  -2.759  0.00
H  -3.017  -4.848  -1.735  0.00
H  -1.365  -4.211  -1.908  0.00
H  -2.318  -4.615  -3.340  0.00
H  -2.331  -4.639  0.927  0.00
H  -2.769  -5.370  2.473  0.00
H  -1.345  -4.328  2.384  0.00
H  -4.646  -3.633  0.742  0.00
H  -5.234  -2.532  2.009  0.00
H  -5.133  -4.266  2.320  0.00
H  -2.193  -2.799  4.175  0.00
H  -3.654  -3.775  4.382  0.00
H  -3.796  -2.049  4.026  0.00